1.
H4OS2Si in the gas phase in a non-equilibrium geometry. Source: OMol25; level of theory: ωB97M-V/def2-TZVPD.

Each line ends with the Löwdin charge.
Positions of all 8 atoms, in Å:
S  0.182  0.144  -2.126  0.68
O  -0.418  -0.323  -0.658  -0.91
Si  0.233  -0.284  0.963  0.26
S  0.684  1.808  1.272  0.37
H  -0.581  -0.774  -2.786  -0.13
H  1.366  -0.918  1.590  -0.07
H  -1.140  -0.838  1.394  -0.02
H  -0.224  2.478  0.522  -0.19

Calculated values
**Relative energy (zero: lowest compared OMol25 entry of this formula, charge and spin)**: 12.4 kcal/mol
**Kohn-Sham gap**: 9.3 eV
**HOMO**: -8.89 eV
**E**: -1163.4984 a.u.
**SMILES string**: SO[SiH2]S

---

2.
C9H12N2O in the gas phase in a non-equilibrium geometry. Source: OMol25; level of theory: ωB97M-V/def2-TZVPD.

Each line ends with the Löwdin charge.
Positions of all 24 atoms, in Å:
C  1.695  -1.607  -0.951  -0.09
C  2.394  -0.863  0.055  -0.27
N  1.712  0.369  0.216  -0.14
C  0.742  0.482  1.308  -0.13
C  -0.623  0.462  0.782  -0.22
C  -1.326  -0.754  0.771  -0.05
C  -2.561  -0.813  0.095  -0.08
C  -3.137  0.304  -0.497  -0.11
C  -2.430  1.480  -0.551  -0.10
C  -1.218  1.604  0.143  -0.02
N  2.212  1.385  -0.517  -0.03
O  1.933  2.520  -0.175  -0.05
H  1.623  -0.879  -1.758  0.09
H  0.747  -1.846  -0.502  0.05
H  2.001  -2.556  -1.439  0.10
H  3.370  -0.651  -0.363  0.12
H  2.464  -1.330  1.041  0.13
H  0.835  1.372  1.981  0.14
H  0.726  -0.324  2.046  0.12
H  -0.722  -1.673  0.713  0.10
H  -3.142  -1.748  0.020  0.11
H  -4.075  0.312  -1.033  0.10
H  -2.530  2.207  -1.381  0.12
H  -0.688  2.545  -0.001  0.10

Calculated values
**Relative energy (zero: lowest compared OMol25 entry of this formula, charge and spin)**: 95.6 kcal/mol
**Kohn-Sham gap**: 9.9 eV
**HOMO**: -9.12 eV
**E**: -534.7589 a.u.
**SMILES string**: CCN(Cc1ccccc1)N=O

---

3.
A molecular structure, C50H61CoN7O3S5 in a non-equilibrium geometry. Source: OMol25; level of theory: ωB97M-V/def2-TZVPD.

Each line ends with the Mulliken spin population.
Positions of all 127 atoms, in Å:
Co  0.003  0.308  0.122  0.98
C  -2.872  7.837  -0.644  0.00
O  -2.807  6.444  -0.466  0.00
C  -3.949  5.781  -0.101  0.00
C  -5.175  6.374  0.137  0.00
C  -6.265  5.598  0.508  0.00
C  -6.144  4.227  0.596  0.00
C  -4.927  3.617  0.334  0.00
C  -3.811  4.382  0.019  0.00
N  -2.569  3.841  -0.280  0.00
C  -2.022  2.635  0.098  0.02
N  -2.556  2.075  1.198  0.00
C  -2.125  1.018  2.004  -0.01
C  -1.093  0.134  1.688  0.02
C  -0.782  -0.826  2.651  -0.02
C  -1.453  -0.922  3.856  0.01
C  -2.479  -0.041  4.153  0.00
C  -2.818  0.929  3.231  -0.01
O  -3.838  1.853  3.411  0.00
C  -4.044  2.358  4.709  0.00
N  -1.079  2.097  -0.605  0.02
C  -0.523  2.797  -1.686  0.02
C  -0.754  2.408  -2.997  0.00
C  -0.103  3.032  -4.046  0.00
C  0.754  4.087  -3.799  0.01
C  0.969  4.522  -2.500  0.00
C  0.337  3.889  -1.440  0.00
O  0.455  4.263  -0.133  0.00
C  1.612  4.966  0.254  0.00
H  -1.860  8.146  -0.900  0.00
H  -3.184  8.348  0.272  0.00
H  -3.553  8.107  -1.457  0.00
H  -5.298  7.440  0.032  0.00
H  -7.208  6.078  0.713  0.00
H  -6.998  3.620  0.852  0.00
H  -4.862  2.542  0.346  0.00
H  -1.946  4.474  -0.760  0.00
H  -3.260  2.633  1.672  0.00
H  0.040  -1.504  2.485  0.00
H  -1.159  -1.673  4.576  0.00
H  -2.992  -0.113  5.100  0.00
H  -4.351  1.581  5.412  0.00
H  -4.846  3.088  4.610  0.00
H  -3.142  2.852  5.087  0.00
H  -1.442  1.601  -3.189  0.00
H  -0.276  2.691  -5.057  0.00
H  1.258  4.585  -4.615  0.00
H  1.630  5.355  -2.315  0.00
H  1.670  4.855  1.335  0.00
H  1.546  6.029  -0.002  0.00
H  2.507  4.532  -0.197  0.00
C  1.982  -0.252  -6.527  0.00
C  2.914  0.258  -5.425  0.00
C  4.209  -0.564  -5.470  0.00
C  3.217  1.738  -5.692  0.00
C  2.283  0.157  -4.052  0.00
C  2.975  0.642  -2.920  0.00
C  2.344  0.660  -1.699  0.03
N  1.115  0.201  -1.480  -0.05
C  0.445  -0.337  -2.544  0.06
C  1.024  -0.334  -3.830  0.00
C  -0.853  -0.837  -2.256  0.02
C  -1.721  -1.353  -3.235  0.00
C  -3.000  -1.752  -2.940  0.00
C  -3.376  -1.678  -1.579  0.00
C  -2.485  -1.186  -0.653  0.02
N  -1.260  -0.748  -0.942  -0.08
C  -3.925  -2.213  -4.050  0.00
C  -5.299  -2.648  -3.537  0.00
C  -3.286  -3.402  -4.784  0.00
C  -4.129  -1.053  -5.035  0.00
H  2.479  -0.178  -7.491  0.00
H  1.071  0.340  -6.574  0.00
H  1.725  -1.294  -6.357  0.00
H  4.624  -0.544  -6.476  0.00
H  4.008  -1.599  -5.201  0.00
H  4.960  -0.176  -4.787  0.00
H  3.608  1.867  -6.698  0.00
H  3.949  2.123  -4.988  0.00
H  2.308  2.325  -5.587  0.00
H  3.977  1.026  -3.002  0.00
H  2.867  1.085  -0.852  -0.01
H  0.437  -0.711  -4.647  0.00
H  -1.362  -1.398  -4.250  0.00
H  -4.350  -1.990  -1.252  0.00
H  -2.780  -1.138  0.387  0.00
H  -5.212  -3.472  -2.833  0.00
H  -5.908  -2.986  -4.374  0.00
H  -5.820  -1.823  -3.056  0.00
H  -3.112  -4.221  -4.091  0.00
H  -2.335  -3.124  -5.231  0.00
H  -3.944  -3.753  -5.577  0.00
H  -4.569  -0.195  -4.530  0.00
H  -4.796  -1.361  -5.837  0.00
H  -3.187  -0.737  -5.475  0.00
C  0.266  -3.418  0.211  0.01
C  0.915  -4.801  0.467  0.00
N  2.348  -4.719  0.235  0.00
C  2.582  -4.260  -1.125  0.00
C  1.979  -2.840  -1.316  0.00
N  1.301  -2.429  -0.088  0.02
C  2.288  -2.384  0.989  0.01
C  2.945  -3.776  1.167  0.00
H  -0.298  -3.081  1.080  0.00
H  -0.414  -3.450  -0.641  0.00
H  0.516  -5.569  -0.202  0.00
H  0.751  -5.125  1.497  0.00
H  2.120  -4.983  -1.801  0.00
H  3.660  -4.268  -1.303  0.00
H  1.253  -2.823  -2.130  0.00
H  2.755  -2.109  -1.548  0.00
H  1.793  -2.066  1.907  -0.01
H  3.033  -1.633  0.725  0.00
H  2.807  -4.158  2.181  0.00
H  4.017  -3.737  0.960  0.00
C  0.659  2.500  4.420  0.00
S  1.421  0.851  4.543  0.00
C  2.770  1.021  3.427  0.00
C  2.690  1.304  2.111  0.01
S  1.283  1.761  1.214  -0.05
S  4.248  1.521  1.296  0.00
C  5.269  1.290  2.696  0.00
S  6.897  1.484  2.672  0.00
S  4.373  0.833  4.121  0.00
H  -0.219  2.476  5.056  0.00
H  0.376  2.675  3.386  0.00
H  1.367  3.245  4.771  0.00

Calculated values
**Relative energy (zero: lowest compared OMol25 entry of this formula, charge and spin)**: 0.0 kcal/mol
**Kohn-Sham gap (spin up / spin down)**: 6.1 / 6.1 eV
**Spin multiplicity**: 2
**HOMO (spin up / spin down)**: -6.74 / -6.80 eV
**E**: -5924.6164 a.u.

---

4.
A molecular structure, C35H40N4P2Tc in a non-equilibrium geometry. Source: OMol25; level of theory: ωB97M-V/def2-TZVPD.

Each line ends with the Mulliken spin population.
Positions of all 82 atoms, in Å:
Tc  -0.076  -0.400  -0.716  1.33
C  -1.254  1.414  -0.804  0.04
C  -1.662  0.504  -1.813  -0.10
C  -1.223  0.758  -3.238  0.04
C  0.244  0.437  -3.586  -0.03
C  1.101  -0.049  -2.436  0.11
C  1.462  0.828  -1.373  -0.02
C  1.102  2.303  -1.414  0.01
C  -0.378  2.617  -1.094  0.01
C  1.476  -1.722  -0.254  0.06
H  -1.925  1.547  0.054  0.01
H  -2.626  -0.015  -1.711  0.02
H  -1.407  1.818  -3.477  0.00
H  -1.890  0.164  -3.885  -0.01
H  0.256  -0.335  -4.374  0.00
H  0.713  1.314  -4.068  0.01
H  1.757  -0.889  -2.679  0.01
H  2.390  0.637  -0.834  0.02
H  1.394  2.766  -2.374  0.00
H  1.731  2.834  -0.675  0.00
H  -0.391  3.238  -0.186  0.00
H  -0.811  3.262  -1.878  0.00
H  1.474  -1.888  0.840  0.03
H  2.495  -1.419  -0.550  0.00
H  1.249  -2.695  -0.731  0.00
P  1.462  -1.045  -7.755  0.00
P  -2.009  -0.722  -7.447  0.00
N  2.874  0.022  -7.969  0.00
N  2.085  -2.327  -8.841  0.00
N  -2.153  1.032  -7.400  0.00
N  -3.671  -0.987  -8.059  -0.05
C  0.380  -0.211  -9.012  0.00
C  -1.064  -0.749  -9.048  0.01
C  3.581  0.533  -6.871  0.00
C  4.656  1.287  -7.332  0.00
C  4.615  1.253  -8.767  0.00
C  3.480  0.522  -9.127  0.00
C  2.194  -3.664  -8.436  0.00
C  2.718  -4.415  -9.482  0.00
C  2.950  -3.521  -10.576  0.00
C  2.505  -2.263  -10.177  0.00
C  -1.815  1.727  -6.240  0.00
C  -1.912  3.086  -6.467  0.00
C  -2.282  3.253  -7.836  0.00
C  -2.359  1.983  -8.401  0.00
C  -4.453  -0.289  -8.994  0.35
C  -5.542  -1.080  -9.365  0.12
C  -5.433  -2.318  -8.639  0.16
C  -4.285  -2.238  -7.858  0.36
H  0.815  -0.321  -10.016  0.00
H  0.402  0.865  -8.782  0.00
H  -1.629  -0.192  -9.807  -0.01
H  -1.065  -1.805  -9.357  0.00
H  3.236  0.300  -5.877  0.00
H  5.369  1.822  -6.719  0.00
H  5.323  1.714  -9.445  0.00
H  3.078  0.336  -10.112  0.00
H  1.879  -3.938  -7.440  0.00
H  2.897  -5.481  -9.473  0.00
H  3.398  -3.767  -11.532  0.00
H  2.434  -1.356  -10.762  0.00
H  -1.519  1.157  -5.384  0.00
H  -1.711  3.853  -5.728  0.00
H  -2.461  4.194  -8.343  0.00
H  -2.526  1.695  -9.433  0.00
H  -4.226  0.719  -9.295  0.04
H  -6.308  -0.816  -10.082  0.00
H  -6.113  -3.154  -8.699  0.00
H  -3.853  -2.932  -7.157  0.01
C  0.009  0.097  1.156  0.13
C  -0.025  0.251  2.396  0.19
C  -0.109  0.296  3.808  0.01
C  -1.245  0.851  4.457  0.05
C  -1.345  0.834  5.849  -0.02
C  -0.342  0.242  6.627  0.06
C  0.796  -0.280  6.003  -0.02
C  0.915  -0.269  4.615  0.05
H  -2.052  1.260  3.839  0.00
H  -2.215  1.287  6.329  0.00
H  -0.449  0.206  7.711  0.00
H  1.599  -0.698  6.610  0.00
H  1.787  -0.722  4.131  0.00

Calculated values
**Relative energy (zero: lowest compared OMol25 entry of this formula, charge and spin)**: 0.0 kcal/mol
**Kohn-Sham gap (spin up / spin down)**: 5.1 / 2.6 eV
**Spin multiplicity**: 4
**Charge**: +2
**HOMO (spin up / spin down)**: -11.76 / -11.76 eV
**E**: -2339.3529 a.u.

---

5.
A molecular structure, C44H42BiN10O6S. Source: OMol25; level of theory: ωB97M-V/def2-TZVPD.

Each line ends with the Löwdin charge.
Positions of all 104 atoms, in Å:
Bi  0.791  0.151  0.032  1.71
C  -4.961  -0.553  -1.380  -0.07
O  -4.561  0.830  -1.449  0.01
C  -3.312  0.877  -0.925  -0.31
N  -2.756  -0.194  -0.565  0.17
C  -3.704  -1.276  -0.834  -0.24
C  -3.979  -2.126  0.392  -0.18
C  -3.197  -2.009  1.537  -0.04
C  -3.460  -2.804  2.646  -0.09
C  -4.500  -3.723  2.621  -0.09
C  -5.277  -3.849  1.476  -0.08
C  -5.019  -3.053  0.369  -0.04
C  -2.718  2.225  -0.822  -0.17
C  -3.247  3.308  -1.518  0.03
C  -2.659  4.549  -1.349  -0.02
C  -1.573  4.669  -0.499  0.02
C  -1.113  3.522  0.135  -0.20
N  -1.672  2.329  -0.012  0.17
C  0.003  3.568  1.105  -0.32
N  0.711  2.583  1.499  0.07
C  1.527  3.052  2.626  -0.25
C  1.268  4.581  2.645  -0.04
O  0.234  4.772  1.649  0.03
C  1.126  2.396  3.932  -0.21
C  -0.158  1.901  4.137  -0.05
C  -0.514  1.357  5.367  -0.07
C  0.406  1.318  6.405  -0.08
C  1.683  1.828  6.211  -0.07
C  2.040  2.363  4.983  -0.03
H  -5.253  -0.877  -2.375  0.13
H  -5.811  -0.633  -0.704  0.13
H  -3.271  -1.916  -1.610  0.14
H  -2.392  -1.286  1.552  0.09
H  -2.851  -2.696  3.537  0.10
H  -4.712  -4.333  3.490  0.11
H  -6.088  -4.567  1.446  0.11
H  -5.634  -3.156  -0.519  0.12
H  -4.104  3.167  -2.162  0.13
H  -3.046  5.416  -1.868  0.12
H  -1.090  5.619  -0.317  0.13
H  2.572  2.823  2.417  0.12
H  2.133  5.178  2.367  0.13
H  0.879  4.919  3.601  0.13
H  -0.885  1.935  3.333  0.11
H  -1.516  0.971  5.510  0.11
H  0.125  0.903  7.365  0.11
H  2.401  1.813  7.022  0.11
H  3.042  2.755  4.833  0.12
C  -1.172  -5.292  1.200  -0.03
N  -0.450  -4.393  0.307  -0.14
C  -0.708  -4.592  -1.109  -0.03
C  0.058  -3.193  0.695  -0.41
N  0.178  -2.171  -0.065  0.03
N  0.550  -3.149  1.998  0.16
C  0.803  -2.003  2.730  -0.51
N  1.389  -2.234  3.938  0.18
N  0.437  -0.837  2.326  -0.03
H  -0.867  -6.321  1.011  0.10
H  -2.247  -5.207  1.035  0.09
H  -0.989  -5.054  2.243  0.08
H  -0.800  -5.660  -1.294  0.10
H  0.122  -4.208  -1.701  0.09
H  -1.633  -4.105  -1.437  0.09
H  -0.336  -2.197  -0.943  0.04
H  0.828  -4.024  2.404  0.14
H  1.796  -3.129  4.149  0.11
H  1.808  -1.442  4.398  0.11
H  0.660  -0.114  3.006  0.02
C  0.476  2.395  -2.861  -0.02
C  1.894  2.459  -2.371  -0.30
C  2.790  3.280  -3.102  -0.01
C  4.044  3.491  -2.634  0.01
C  4.454  2.883  -1.424  -0.15
C  5.728  3.130  -0.876  -0.03
C  6.093  2.522  0.291  -0.07
C  5.214  1.627  0.916  -0.12
C  3.965  1.343  0.404  -0.58
S  3.001  0.153  1.272  0.59
C  3.539  2.013  -0.781  -0.22
N  2.267  1.830  -1.276  0.03
H  0.462  2.186  -3.931  0.10
H  0.016  3.376  -2.717  0.09
H  -0.120  1.640  -2.357  0.03
H  2.445  3.741  -4.019  0.12
H  4.742  4.124  -3.170  0.13
H  6.397  3.807  -1.395  0.12
H  7.064  2.714  0.730  0.11
H  5.519  1.118  1.824  0.10
O  2.384  -1.095  -1.402  -0.18
C  2.406  -1.586  -2.533  -0.18
C  1.389  -1.612  -3.541  -0.12
C  1.750  -2.195  -4.767  0.04
C  0.875  -2.218  -5.814  -0.16
C  -0.413  -1.658  -5.686  0.01
C  -0.801  -1.111  -4.501  0.00
C  0.067  -1.071  -3.360  -0.38
O  -0.345  -0.581  -2.263  -0.23
N  1.278  -2.820  -7.080  -0.36
O  2.321  -3.449  -7.107  0.07
O  0.547  -2.657  -8.040  0.07
H  3.346  -2.079  -2.833  0.14
H  2.737  -2.622  -4.901  0.13
H  -1.070  -1.681  -6.545  0.12
H  -1.794  -0.698  -4.372  0.11

Calculated values
**Relative energy (zero: lowest compared OMol25 entry of this formula, charge and spin)**: 0.0 kcal/mol
**Kohn-Sham gap**: 7.7 eV
**Charge**: +1
**HOMO**: -10.04 eV
**E**: -3313.5562 a.u.